# 1
C14H26Cl6O4S | ωB97M-V with the def2-TZVPD basis set

Output
SMILES	O=S1(=O)CCCC1.O=C1CCCO1.ClCCCl.ClCCCl.ClCCCl
HOMO	-9.8	eV
frontier orbital gap	0.368	Ha
maximum force	6.670	eV/A
LUMO energy	0.211	eV

```
51
Properties=species:S:1:pos:R:3:forces:R:3:lowdin_charge:R:1
C -2.033 -3.524 4.772 -0.41 -0.17 -0.71 -0.182
C -1.862 -2.348 5.756 -1.53 0.80 -0.02 -0.249
C -0.531 -1.781 5.395 1.14 0.44 0.18 -0.263
S -0.539 -1.593 3.608 -1.56 1.25 -0.39 0.692
O 0.825 -1.626 3.131 -0.34 -0.17 -0.17 -0.339
O -1.396 -0.421 3.269 1.54 -2.16 0.69 -0.366
C -1.543 -3.117 3.279 0.72 0.39 1.95 -0.159
H -3.060 -3.875 4.671 -0.15 0.33 0.16 0.101
H -1.541 -4.367 5.258 0.62 -0.17 -0.76 0.104
H -1.973 -2.543 6.823 0.58 -0.94 -0.02 0.114
H -2.713 -1.669 5.685 0.22 0.54 -0.79 0.112
H 0.220 -2.488 5.747 0.23 -0.44 -0.73 0.111
H -0.091 -0.857 5.770 -0.91 0.45 0.18 0.111
H -0.873 -3.841 2.814 -0.18 0.01 0.06 0.094
H -2.342 -2.814 2.603 0.07 -0.13 0.18 0.085
O -1.747 -2.537 -0.138 0.55 2.00 -1.94 0.063
C -1.341 -1.756 -1.022 -5.28 -4.07 0.18 -0.499
O -0.262 -1.150 -0.942 5.13 2.21 2.27 0.047
C 0.382 -0.629 -2.133 -2.86 -0.93 0.56 -0.093
C -0.774 -0.795 -3.090 -0.55 0.14 -3.26 -0.206
C -1.957 -1.475 -2.438 0.46 -0.08 0.71 -0.045
H 1.099 -1.404 -2.407 0.87 0.97 0.33 0.135
H 0.583 0.416 -1.895 0.94 -0.36 -0.31 0.088
H -0.464 -1.432 -3.919 0.27 -0.02 -0.10 0.112
H -1.165 0.079 -3.610 0.59 0.43 0.37 0.041
H -2.247 -2.368 -2.991 0.04 -0.19 0.49 0.120
H -2.804 -0.792 -2.503 -0.13 -0.16 0.81 0.115
Cl -0.273 2.682 2.373 0.24 -0.01 -0.18 0.541
C 0.628 1.906 1.018 -0.79 -0.23 0.57 -0.663
C 1.480 2.906 0.267 -0.55 -0.04 -0.39 -0.729
Cl 2.719 3.743 1.247 -0.10 -0.39 -0.21 0.532
H -0.163 1.478 0.402 0.04 0.39 -0.45 0.027
H 1.079 0.995 1.411 0.67 0.47 0.17 0.051
H 0.864 3.692 -0.171 -0.14 -0.02 0.35 0.038
H 1.919 2.400 -0.593 0.42 0.03 0.28 0.008
Cl 3.653 0.533 0.017 0.40 -0.47 -1.08 0.599
C 3.802 0.513 -1.780 1.48 0.77 -0.91 -0.619
C 5.283 0.589 -2.379 -1.41 -0.23 0.64 -0.624
Cl 6.205 -0.892 -2.006 -0.07 0.18 -0.06 0.528
H 3.293 1.395 -2.169 0.02 0.28 0.27 0.054
H 3.272 -0.309 -2.259 0.25 -0.37 0.62 0.048
H 5.876 1.452 -2.077 -0.29 -0.13 0.47 0.066
H 5.189 0.674 -3.461 -0.13 -0.27 0.00 0.063
Cl -1.179 2.610 -1.993 -0.46 0.38 -0.01 0.641
C -1.237 3.557 -3.508 0.74 -0.13 -0.31 -0.641
C -2.518 3.496 -4.320 1.04 -1.29 -0.41 -0.580
Cl -2.717 1.857 -5.067 -0.08 -0.30 0.26 0.532
H -0.388 3.157 -4.062 -0.36 -0.21 -0.41 0.062
H -0.915 4.589 -3.363 -0.51 0.11 0.64 0.080
H -2.271 4.034 -5.235 -0.79 0.84 0.43 0.066
H -3.454 3.650 -3.783 0.34 0.65 -0.22 0.075
```
Positions in Å, forces in eV/Å.

=====

# 2
C14H26ClFNO8 | ωB97M-V with the def2-TZVPD basis set

Output
HOMO	-4.9	eV
frontier orbital gap	0.276	Ha
maximum force	0.696	eV/A
charge	-1
LUMO energy	2.634	eV

```
51
Properties=species:S:1:pos:R:3:forces:R:3:lowdin_charge:R:1
N 1.251 0.082 2.597 -0.42 0.24 0.50 0.085
C 1.457 1.501 2.277 -0.11 -0.12 0.05 -0.426
C 1.845 2.206 3.579 0.10 -0.29 -0.01 -0.035
C 0.887 2.168 4.741 0.03 0.14 0.06 -0.432
O 1.150 2.415 5.872 -0.14 -0.15 -0.14 0.137
F -0.402 1.868 4.416 0.26 0.13 0.01 0.083
C 0.141 1.999 1.635 -0.01 0.03 -0.22 -0.134
C -0.239 3.436 1.844 0.11 -0.12 -0.03 -0.729
O 0.397 4.402 2.045 -0.01 -0.03 0.16 0.087
Cl -2.074 3.631 1.736 -0.09 0.02 -0.11 0.533
C 2.648 1.707 1.260 -0.12 0.44 -0.25 -0.697
O 3.413 0.734 1.134 0.15 -0.12 0.01 -0.049
O 2.665 2.819 0.686 -0.06 -0.31 0.16 -0.035
H 1.156 -0.431 1.729 0.18 -0.05 0.00 0.079
H 2.097 -0.250 3.046 0.12 -0.11 -0.36 0.079
H 2.757 1.719 3.951 -0.10 0.18 -0.05 0.144
H 2.105 3.255 3.409 -0.08 -0.08 -0.08 0.137
H -0.709 1.384 1.929 0.19 -0.01 0.08 0.078
H 0.245 1.895 0.545 -0.09 0.12 0.14 0.126
C -4.783 -1.624 0.755 -0.01 0.00 0.00 -0.115
O -3.909 -2.567 0.162 0.04 -0.01 0.06 -0.192
C -2.889 -1.973 -0.626 -0.07 -0.04 -0.06 -0.205
C -1.589 -1.782 0.125 0.18 0.10 -0.02 -0.197
O -1.718 -0.889 1.215 -0.20 0.00 -0.02 -0.209
C -1.879 -1.527 2.470 0.11 -0.02 0.02 -0.110
H -5.318 -2.133 1.556 -0.01 -0.02 -0.02 0.087
H -4.240 -0.775 1.173 0.00 0.00 0.00 0.084
H -5.512 -1.257 0.022 0.02 0.03 0.00 0.085
H -3.231 -1.010 -1.022 0.00 0.01 0.01 0.127
H -2.706 -2.640 -1.473 0.01 0.01 0.00 0.122
H -0.857 -1.354 -0.568 0.02 -0.05 -0.01 0.115
H -1.199 -2.748 0.465 -0.04 -0.02 0.01 0.131
H -0.910 -1.867 2.849 -0.01 0.00 0.02 0.080
H -2.568 -2.373 2.407 -0.02 0.01 -0.02 0.081
H -2.278 -0.790 3.166 0.05 0.04 -0.01 0.091
C 3.277 -0.718 -4.658 0.00 0.00 0.00 -0.108
O 2.043 -0.286 -5.205 -0.02 0.04 0.03 -0.190
C 0.977 -1.192 -5.000 0.03 0.00 -0.08 -0.214
C 0.146 -0.864 -3.775 -0.06 -0.04 0.12 -0.220
O 0.881 -0.972 -2.575 0.09 0.00 -0.02 -0.207
C 1.380 0.273 -2.087 0.01 0.03 0.10 -0.080
H 3.929 0.151 -4.596 0.00 0.00 -0.03 0.091
H 3.153 -1.136 -3.659 0.01 0.01 0.00 0.084
H 3.745 -1.467 -5.308 -0.01 -0.02 0.02 0.085
H 1.357 -2.218 -4.923 0.01 0.00 0.02 0.124
H 0.333 -1.137 -5.883 -0.01 -0.02 0.01 0.121
H -0.678 -1.585 -3.721 -0.02 0.02 -0.03 0.119
H -0.289 0.137 -3.873 0.02 0.01 -0.01 0.128
H 0.587 0.825 -1.571 -0.01 0.02 -0.04 0.082
H 1.772 0.890 -2.897 0.00 0.01 0.00 0.089
H 2.180 0.070 -1.376 -0.04 -0.02 0.04 0.092
```
Positions in Å, forces in eV/Å.

=====

# 3
C14H26N2O3 | ωB97M-V with the def2-TZVPD basis set

Output
SMILES	CC[C@@](C)(OC)/C(C)=N\OC(=O)NC1CCCCC1
HOMO	-8.8	eV
relative energy (zero: lowest compared OMol25 entry of this formula, charge and spin)	572.5	kJ/mol
frontier orbital gap	0.351	Ha
maximum force	6.732	eV/A
LUMO energy	0.725	eV

```
45
Properties=species:S:1:pos:R:3:forces:R:3:lowdin_charge:R:1
O -2.723 1.275 2.021 -0.15 1.40 4.28 0.081
N 0.572 1.797 0.890 1.55 -0.09 0.58 0.124
O -0.537 1.812 1.809 0.10 -0.93 -0.27 0.010
O 3.180 1.964 3.111 1.85 -0.56 1.31 -0.172
C -1.746 1.372 1.331 -1.41 -0.56 -0.04 -0.537
C 1.790 1.540 1.343 -5.78 -0.96 3.31 -0.220
N -2.128 0.998 0.098 2.80 -0.23 -2.18 0.080
C 3.838 1.914 4.460 -0.62 -0.62 -1.89 -0.023
C 2.727 1.684 0.265 0.88 -2.05 -0.62 -0.029
C 1.552 -1.501 2.302 0.38 2.32 -0.86 -0.065
C 1.037 1.092 3.971 1.96 -1.99 -1.17 0.009
C -0.890 -0.087 -3.818 0.05 -0.18 -2.36 -0.264
C 0.078 0.760 -3.056 0.15 0.89 1.23 -0.194
C -1.607 -1.119 -3.002 -0.24 -0.38 1.38 -0.206
C 2.638 -0.467 2.739 1.51 0.26 -0.36 -0.184
C -0.769 1.315 -1.822 1.47 0.22 -1.28 -0.149
C -2.300 -0.632 -1.694 1.75 -1.55 1.02 -0.139
C 2.173 1.003 2.835 -1.14 1.00 -0.11 -0.417
C -1.347 0.247 -0.829 1.90 0.48 -1.79 -0.314
H -3.094 0.791 0.096 -0.71 -0.22 0.25 0.131
H 3.820 0.897 4.883 -0.15 0.41 -0.10 0.078
H 4.896 2.207 4.364 -0.64 0.12 -0.19 0.091
H 3.246 2.605 5.025 0.12 0.27 0.82 0.077
H 2.552 2.691 -0.024 0.36 0.60 -1.28 0.088
H 3.737 1.544 0.639 0.16 -0.02 -0.33 0.086
H 2.389 0.840 -0.439 1.05 1.66 0.30 0.126
H 0.836 -1.571 3.104 -0.12 -0.81 0.23 0.061
H 2.124 -2.378 2.023 -0.67 -0.48 0.10 0.070
H 0.954 -1.083 1.422 0.97 -0.69 0.87 0.079
H 0.578 2.001 3.955 -1.00 2.69 0.01 0.046
H 1.356 0.870 5.013 0.30 -0.08 -0.91 0.102
H 0.277 0.411 3.667 -0.66 -0.67 0.16 0.057
H -1.612 0.588 -4.291 -0.17 0.10 0.24 0.112
H -0.448 -0.584 -4.732 -0.09 0.27 1.00 0.124
H 0.542 1.558 -3.711 -0.83 -0.56 0.84 0.122
H 0.952 0.213 -2.673 -0.25 -0.24 -0.04 0.095
H -2.434 -1.532 -3.546 -0.15 -0.55 -0.73 0.098
H -0.897 -1.920 -2.770 -0.15 -0.07 0.09 0.114
H 3.029 -0.695 3.761 -0.35 -0.21 -0.74 0.110
H 3.562 -0.544 2.055 -1.35 0.22 0.81 0.136
H -0.217 2.140 -1.344 -0.23 -0.68 0.22 0.089
H -1.640 1.798 -2.271 -0.22 -0.01 0.05 0.108
H -2.574 -1.542 -1.065 -0.01 1.03 -0.89 0.132
H -3.200 -0.113 -1.999 -0.19 0.47 0.35 0.111
H -0.461 -0.348 -0.283 -2.01 0.98 -1.31 0.170
```
Positions in Å, forces in eV/Å.

=====

# 4
C14H26N2O7S2 | ωB97M-V with the def2-TZVPD basis set

Output
SMILES	C#C[C@H]1OS(=O)(=O)O[C@@]1(S)CC(=O)N(C)C.COCCNCCOC
HOMO	-9.0	eV
relative energy (zero: lowest compared OMol25 entry of this formula, charge and spin)	103.1	kJ/mol
frontier orbital gap	0.346	Ha
maximum force	3.540	eV/A
LUMO energy	0.451	eV

```
51
Properties=species:S:1:pos:R:3:forces:R:3:lowdin_charge:R:1
C 3.211 1.815 0.372 0.70 -0.17 0.18 0.168
C 2.249 1.910 1.065 -0.76 0.38 0.10 -0.054
C 1.230 2.191 2.068 0.19 -0.33 0.38 -0.309
O 1.894 2.929 3.146 -0.18 1.37 -0.80 -0.207
S 1.902 4.478 2.650 2.78 1.53 -1.57 0.616
O 3.077 4.756 1.897 0.15 -0.85 -0.39 -0.228
O 1.710 5.450 3.662 -1.70 -0.93 0.75 -0.216
O 0.727 4.384 1.457 0.08 -0.55 1.17 -0.168
C 0.079 3.144 1.691 -1.39 -0.61 1.98 -0.638
S -0.778 3.490 3.349 -0.74 -0.13 0.03 0.927
C -0.970 2.651 0.691 0.32 0.31 -0.88 -0.035
C -2.446 2.818 1.076 -0.59 0.50 0.19 -0.475
O -3.004 3.885 1.039 0.45 -0.24 -0.14 0.117
N -3.175 1.611 1.422 0.06 0.24 0.17 -0.172
C -4.208 1.329 0.408 0.19 -0.51 0.03 -0.074
C -3.858 1.729 2.725 -0.05 -0.23 0.32 -0.098
H 4.177 1.635 -0.027 0.00 0.09 -0.48 0.064
H 0.877 1.279 2.544 -0.18 -0.02 -0.13 0.164
H -1.245 2.254 3.626 0.27 0.07 -0.24 -0.084
H -0.797 1.603 0.440 0.21 0.01 0.07 0.116
H -0.850 3.246 -0.219 0.09 -0.10 -0.07 0.145
H -4.952 0.685 0.875 0.01 -0.06 -0.04 0.082
H -3.789 0.749 -0.416 0.03 0.28 -0.19 0.078
H -4.723 2.231 0.066 0.12 0.02 -0.06 0.093
H -3.840 0.740 3.191 -0.11 0.03 0.00 0.088
H -3.379 2.420 3.413 0.14 0.09 -0.19 0.046
H -4.902 2.041 2.638 0.06 0.13 -0.11 0.086
C 2.926 -4.818 -1.030 0.03 0.15 -0.04 -0.115
O 2.855 -4.031 -2.205 -0.09 -0.19 0.18 -0.195
C 1.842 -4.448 -3.114 0.10 0.15 -0.37 -0.218
C 0.741 -3.411 -3.208 0.05 0.01 0.29 -0.215
N -0.039 -3.356 -1.977 0.00 0.11 -0.17 -0.051
C -0.959 -2.225 -1.905 0.07 -0.17 0.24 -0.200
C -0.356 -0.822 -1.863 -0.33 0.14 -0.03 -0.225
O 0.373 -0.542 -0.681 0.13 0.03 -0.17 -0.194
C 1.741 -0.938 -0.699 -0.28 -0.10 0.19 -0.087
H 3.807 -4.502 -0.474 0.01 0.03 -0.05 0.088
H 2.045 -4.670 -0.396 -0.01 -0.14 0.03 0.079
H 3.025 -5.880 -1.271 -0.04 -0.02 0.04 0.088
H 1.439 -5.429 -2.850 -0.03 0.05 0.15 0.122
H 2.315 -4.543 -4.096 -0.01 0.00 0.00 0.121
H 0.079 -3.665 -4.041 -0.02 0.02 0.01 0.124
H 1.217 -2.447 -3.430 0.04 -0.04 -0.18 0.106
H 0.595 -3.301 -1.191 0.01 -0.04 0.01 0.068
H -1.550 -2.357 -0.995 -0.05 0.07 -0.02 0.118
H -1.657 -2.285 -2.746 0.05 0.02 -0.05 0.118
H -1.191 -0.114 -1.870 0.00 0.01 0.01 0.112
H 0.242 -0.593 -2.752 0.12 -0.09 0.05 0.113
H 2.174 -0.892 -1.701 -0.08 -0.08 -0.04 0.098
H 1.849 -1.945 -0.288 0.15 -0.04 -0.14 0.078
H 2.269 -0.239 -0.062 0.04 -0.20 -0.02 0.032
```
Positions in Å, forces in eV/Å.